This record from OMol25 describes a cluster of 10 separate species, C60H180N30O10P10 in total in a non-equilibrium geometry. The level of theory is ωB97M-V with the def2-TZVPD basis set.

## Properties
* F_max: 3.69 eV/A
* orbital gap: 8.42 eV
* HOMO level: -8.37 eV
* SMILES: CN(C)P(=O)(N(C)C)N(C)C.CN(C)P(=O)(N(C)C)N(C)C.CN(C)P(=O)(N(C)C)N(C)C.CN(C)P(=O)(N(C)C)N(C)C.CN(C)P(=O)(N(C)C)N(C)C.CN(C)P(=O)(N(C)C)N(C)C.CN(C)P(=O)(N(C)C)N(C)C.CN(C)P(=O)(N(C)C)N(C)C.CN(C)P(=O)(N(C)C)N(C)C.CN(C)P(=O)(N(C)C)N(C)C
* total energy: -223218.6228 eV

Bonds (Å) are listed after each position.
Atoms and positions in Å:
1 C -0.404 6.387 -3.797  N2 1.468, H12 1.074, H13 1.090, H14 1.090
2 N 0.960 6.924 -3.875  C1 1.468, C3 1.483, P4 1.642
3 C 1.033 8.328 -4.345  N2 1.483, H15 1.116, H16 1.110, H17 1.086
4 P 2.168 5.891 -4.291  N2 1.642, O5 1.479, N6 1.693, N9 1.638
5 O 3.467 6.595 -4.353  P4 1.479
6 N 1.802 4.687 -3.159  P4 1.693, C7 1.443, C8 1.441
7 C 2.621 3.499 -3.162  N6 1.443, H18 1.087, H19 1.073, H20 1.086
8 C 1.806 5.182 -1.805  N6 1.441, H21 1.112, H22 1.091, H23 1.059
9 N 2.015 5.051 -5.689  P4 1.638, C10 1.503, C11 1.437
10 C 1.017 3.929 -5.735  N9 1.503, H24 1.087, H25 1.083, H26 1.079
11 C 2.911 5.313 -6.781  N9 1.437, H27 1.105, H28 1.103, H29 1.075
12 H -0.956 6.533 -4.706  C1 1.074
13 H -0.873 6.744 -2.880  C1 1.090
14 H -0.353 5.317 -3.594  C1 1.090
15 H 0.623 9.041 -3.590  C3 1.116
16 H 0.441 8.418 -5.279  C3 1.110
17 H 2.039 8.624 -4.629  C3 1.086
18 H 2.936 3.268 -4.177  C7 1.087
19 H 3.447 3.681 -2.501  C7 1.073
20 H 2.052 2.609 -2.911  C7 1.086
21 H 1.218 4.484 -1.169  C8 1.112
22 H 2.823 5.212 -1.411  C8 1.091
23 H 1.272 6.091 -1.703  C8 1.059
24 H 0.363 3.995 -6.601  C10 1.087
25 H 1.492 2.958 -5.680  C10 1.083
26 H 0.391 3.996 -4.858  C10 1.079
27 H 2.295 5.321 -7.699  C11 1.105
28 H 3.692 4.562 -6.984  C11 1.103
29 H 3.476 6.215 -6.626  C11 1.075
30 C -7.787 6.802 1.017  N31 1.480, H41 1.098, H42 1.110, H43 1.105
31 N -7.239 6.152 -0.195  C30 1.480, C32 1.453, P33 1.613
32 C -7.697 6.645 -1.482  N31 1.453, H44 1.087, H45 1.096, H46 1.066
33 P -5.857 5.326 -0.284  N31 1.613, O34 1.508, N35 1.628, N38 1.640
34 O -5.861 4.349 -1.433  P33 1.508
35 N -4.452 6.148 -0.332  P33 1.628, C36 1.439, C37 1.451
36 C -4.306 7.368 0.418  N35 1.439, H47 1.084, H48 1.099, H49 1.107
37 C -3.322 5.677 -1.111  N35 1.451, H50 1.076, H51 1.105, H52 1.104
38 N -5.768 4.682 1.222  P33 1.640, C39 1.436, C40 1.388
39 C -4.530 4.126 1.693  N38 1.436, H53 1.086, H54 1.098, H55 1.094
40 C -6.857 4.006 1.755  N38 1.388, H56 1.091, H57 1.074, H58 1.093
41 H -8.804 6.483 1.279  C30 1.098
42 H -7.803 7.908 0.929  C30 1.110
43 H -7.137 6.565 1.878  C30 1.105
44 H -7.253 7.615 -1.692  C32 1.087
45 H -8.791 6.619 -1.537  C32 1.096
46 H -7.468 5.918 -2.226  C32 1.066
47 H -3.434 7.372 1.062  C36 1.084
48 H -4.118 8.213 -0.260  C36 1.099
49 H -5.217 7.603 1.001  C36 1.107
50 H -2.603 5.301 -0.405  C37 1.076
51 H -3.660 4.921 -1.843  C37 1.105
52 H -2.830 6.459 -1.716  C37 1.104
53 H -4.678 3.808 2.721  C39 1.086
54 H -4.166 3.255 1.135  C39 1.098
55 H -3.734 4.870 1.599  C39 1.094
56 H -6.683 2.930 1.795  C40 1.091
57 H -7.802 4.126 1.261  C40 1.074
58 H -7.053 4.335 2.779  C40 1.093
59 C 3.542 5.253 1.893  N60 1.486, H70 1.091, H71 1.090, H72 1.088
60 N 4.338 5.235 3.148  C59 1.486, C61 1.407, P62 1.659
61 C 4.688 6.477 3.711  N60 1.407, H73 1.097, H74 1.094, H75 1.091
62 P 4.911 3.810 3.774  N60 1.659, O63 1.476, N64 1.660, N67 1.645
63 O 4.005 2.651 3.896  P62 1.476
64 N 6.140 3.376 2.746  P62 1.660, C65 1.414, C66 1.393
65 C 6.964 4.258 2.008  N64 1.414, H76 1.105, H77 1.076, H78 1.105
66 C 6.473 2.028 2.630  N64 1.393, H79 1.095, H80 1.086, H81 1.103
67 N 5.622 4.168 5.214  P62 1.645, C68 1.370, C69 1.433
68 C 4.934 4.167 6.398  N67 1.370, H82 1.095, H83 1.097, H84 1.083
69 C 7.010 4.526 5.201  N67 1.433, H85 1.088, H86 1.115, H87 1.104
70 H 3.217 4.241 1.649  C59 1.091
71 H 4.009 5.795 1.071  C59 1.090
72 H 2.618 5.788 2.104  C59 1.088
73 H 5.417 6.935 3.031  C61 1.097
74 H 5.004 6.393 4.755  C61 1.094
75 H 3.844 7.164 3.776  C61 1.091
76 H 6.761 4.113 0.931  C65 1.105
77 H 6.710 5.263 2.295  C65 1.076
78 H 8.043 4.114 2.197  C65 1.105
79 H 5.591 1.416 2.845  C66 1.095
80 H 6.686 1.814 1.587  C66 1.086
81 H 7.309 1.769 3.301  C66 1.103
82 H 3.967 3.656 6.340  C68 1.095
83 H 5.558 3.654 7.139  C68 1.097
84 H 4.737 5.159 6.786  C68 1.083
85 H 7.375 4.730 4.196  C69 1.088
86 H 7.585 3.673 5.631  C69 1.115
87 H 7.172 5.427 5.818  C69 1.104
88 C -1.296 -5.980 -2.362  N89 1.397, H99 1.077, H100 1.085, H101 1.098
89 N -0.410 -6.579 -1.463  C88 1.397, C90 1.465, P91 1.603
90 C -0.711 -6.343 -0.049  N89 1.465, H102 1.083, H103 1.103, H104 1.076
91 P 0.805 -7.560 -1.827  N89 1.603, O92 1.462, N93 1.644, N96 1.614
92 O 0.776 -8.936 -1.333  P91 1.462
93 N 1.130 -7.549 -3.438  P91 1.644, C94 1.426, C95 1.469
94 C 1.993 -6.579 -4.028  N93 1.426, H105 1.095, H106 1.080, H107 1.086
95 C 0.467 -8.368 -4.463  N93 1.469, H108 1.099, H109 1.084, H110 1.073
96 N 2.092 -6.793 -1.227  P91 1.614, C97 1.419, C98 1.425
97 C 2.178 -5.394 -1.008  N96 1.419, H111 1.078, H112 1.094, H113 1.115
98 C 3.333 -7.491 -1.162  N96 1.425, H114 1.100, H115 1.095, H116 1.081
99 H -1.074 -6.312 -3.363  C88 1.077
100 H -1.217 -4.898 -2.333  C88 1.085
101 H -2.345 -6.244 -2.175  C88 1.098
102 H -1.735 -6.621 0.166  C90 1.083
103 H -0.554 -5.294 0.254  C90 1.103
104 H 0.017 -6.811 0.592  C90 1.076
105 H 2.706 -7.094 -4.681  C94 1.095
106 H 1.404 -5.910 -4.637  C94 1.080
107 H 2.542 -6.049 -3.255  C94 1.086
108 H 1.196 -9.064 -4.901  C95 1.099
109 H -0.291 -9.020 -4.046  C95 1.084
110 H 0.064 -7.669 -5.170  C95 1.073
111 H 1.284 -4.903 -1.357  C97 1.078
112 H 2.372 -5.178 0.047  C97 1.094
113 H 3.062 -5.001 -1.565  C97 1.115
114 H 3.855 -7.339 -0.205  C98 1.100
115 H 4.063 -7.213 -1.929  C98 1.095
116 H 3.125 -8.552 -1.170  C98 1.081
117 C -0.913 2.484 -2.403  N118 1.480, H128 1.076, H129 1.094, H130 1.122
118 N -0.594 1.723 -1.174  C117 1.480, C119 1.415, P120 1.612
119 C -1.267 2.259 -0.051  N118 1.415, H131 1.094, H132 1.105, H133 1.115
120 P 0.439 0.517 -0.896  N118 1.612, O121 1.501, N122 1.609, N125 1.665
121 O 1.240 0.440 -2.164  P120 1.501
122 N 1.434 0.719 0.353  P120 1.609, C123 1.426, C124 1.437
123 C 1.107 0.479 1.720  N122 1.426, H134 1.107, H135 1.082, H136 1.097
124 C 2.635 1.449 0.057  N122 1.437, H137 1.094, H138 1.094, H139 1.089
125 N -0.500 -0.723 -0.303  P120 1.665, C126 1.426, C127 1.483
126 C -1.735 -0.870 -1.000  N125 1.426, H140 1.089, H141 1.107, H142 1.090
127 C 0.243 -1.992 -0.114  N125 1.483, H143 1.098, H144 1.110, H145 1.097
128 H -0.771 3.525 -2.171  C117 1.076
129 H -1.982 2.413 -2.625  C117 1.094
130 H -0.230 2.120 -3.214  C117 1.122
131 H -0.743 1.830 0.807  C119 1.094
132 H -2.326 1.940 -0.054  C119 1.105
133 H -1.261 3.374 -0.051  C119 1.115
134 H 0.882 1.447 2.206  C123 1.107
135 H 0.295 -0.224 1.850  C123 1.082
136 H 1.949 0.063 2.287  C123 1.097
137 H 2.626 2.503 0.352  C124 1.094
138 H 3.457 0.996 0.618  C124 1.094
139 H 2.824 1.335 -1.010  C124 1.089
140 H -1.553 -1.347 -1.962  C126 1.089
141 H -2.453 -1.442 -0.382  C126 1.107
142 H -2.243 0.075 -1.195  C126 1.090
143 H 0.122 -2.554 -1.050  C127 1.098
144 H -0.158 -2.554 0.756  C127 1.110
145 H 1.312 -1.793 0.024  C127 1.097
146 C 0.104 2.112 9.976  N147 1.457, H157 1.103, H158 1.089, H159 1.091
147 N 0.458 1.410 8.750  C146 1.457, C148 1.403, P149 1.632
148 C -0.650 0.842 8.102  N147 1.403, H160 1.102, H161 1.105, H162 1.099
149 P 1.744 1.924 7.887  N147 1.632, O150 1.458, N151 1.646, N154 1.585
150 O 2.490 2.863 8.717  P149 1.458
151 N 2.310 0.442 7.449  P149 1.646, C152 1.423, C153 1.484
152 C 2.604 -0.477 8.494  N151 1.423, H163 1.079, H164 1.095, H165 1.092
153 C 3.456 0.499 6.508  N151 1.484, H166 1.099, H167 1.082, H168 1.115
154 N 1.446 2.534 6.455  P149 1.585, C155 1.477, C156 1.425
155 C 1.025 1.857 5.212  N154 1.477, H169 1.074, H170 1.114, H171 1.083
156 C 1.164 3.928 6.369  N154 1.425, H172 1.091, H173 1.089, H174 1.091
157 H -0.657 1.486 10.473  C146 1.103
158 H -0.314 3.087 9.728  C146 1.089
159 H 0.929 2.204 10.685  C146 1.091
160 H -1.479 1.544 7.920  C148 1.102
161 H -1.062 -0.019 8.659  C148 1.105
162 H -0.430 0.494 7.084  C148 1.099
163 H 1.950 -0.267 9.326  C152 1.079
164 H 2.368 -1.486 8.137  C152 1.095
165 H 3.678 -0.528 8.681  C152 1.092
166 H 3.411 -0.350 5.812  C153 1.099
167 H 3.365 1.352 5.848  C153 1.082
168 H 4.403 0.592 7.089  C153 1.115
169 H 0.841 0.803 5.307  C155 1.074
170 H 0.055 2.272 4.857  C155 1.114
171 H 1.742 1.977 4.409  C155 1.083
172 H 1.722 4.387 5.551  C156 1.091
173 H 1.443 4.460 7.277  C156 1.089
174 H 0.089 4.027 6.212  C156 1.091
175 C -1.708 -4.313 4.685  N176 1.426, H186 1.088, H187 1.094, H188 1.105
176 N -0.797 -5.335 4.290  C175 1.426, C177 1.457, P178 1.594
177 C -1.488 -6.415 3.598  N176 1.457, H189 1.079, H190 1.105, H191 1.090
178 P 0.649 -4.822 3.857  N176 1.594, O179 1.495, N180 1.648, N183 1.657
179 O 0.797 -4.170 2.519  P178 1.495
180 N 1.037 -3.801 5.090  P178 1.648, C181 1.382, C182 1.488
181 C 0.988 -4.186 6.416  N180 1.382, H192 1.093, H193 1.094, H194 1.097
182 C 1.610 -2.468 4.758  N180 1.488, H195 1.105, H196 1.087, H197 1.098
183 N 1.528 -6.227 3.874  P178 1.657, C184 1.473, C185 1.408
184 C 1.382 -7.352 4.812  N183 1.473, H198 1.101, H199 1.093, H200 1.097
185 C 2.753 -6.217 3.180  N183 1.408, H201 1.079, H202 1.081, H203 1.070
186 H -1.231 -3.452 5.149  C175 1.088
187 H -2.395 -4.731 5.426  C175 1.094
188 H -2.227 -3.894 3.804  C175 1.105
189 H -0.834 -7.116 3.101  C177 1.079
190 H -2.221 -5.980 2.895  C177 1.105
191 H -2.087 -6.968 4.321  C177 1.090
192 H 0.678 -5.227 6.543  C181 1.093
193 H 1.997 -4.067 6.822  C181 1.094
194 H 0.357 -3.577 7.076  C181 1.097
195 H 0.912 -1.643 4.988  C182 1.105
196 H 2.528 -2.240 5.292  C182 1.087
197 H 1.848 -2.471 3.687  C182 1.098
198 H 1.485 -8.301 4.263  C184 1.101
199 H 2.138 -7.395 5.601  C184 1.093
200 H 0.396 -7.309 5.290  C184 1.097
201 H 2.811 -6.887 2.336  C185 1.079
202 H 3.616 -6.458 3.785  C185 1.081
203 H 2.935 -5.241 2.781  C185 1.070
204 C -4.164 -1.297 -4.394  N205 1.399, H215 1.095, H216 1.069, H217 1.081
205 N -2.985 -2.041 -4.507  C204 1.399, C206 1.473, P207 1.630
206 C -3.183 -3.332 -3.827  N205 1.473, H218 1.100, H219 1.084, H220 1.088
207 P -2.273 -1.978 -5.971  N205 1.630, O208 1.491, N209 1.678, N212 1.641
208 O -2.861 -2.747 -7.106  P207 1.491
209 N -2.330 -0.353 -6.385  P207 1.678, C210 1.404, C211 1.459
210 C -1.510 0.607 -5.771  N209 1.404, H221 1.075, H222 1.099, H223 1.074
211 C -3.256 0.128 -7.405  N209 1.459, H224 1.095, H225 1.101, H226 1.091
212 N -0.792 -2.564 -5.576  P207 1.641, C213 1.426, C214 1.487
213 C 0.050 -2.757 -6.711  N212 1.426, H227 1.093, H228 1.073, H229 1.081
214 C -0.016 -2.242 -4.350  N212 1.487, H230 1.101, H231 1.090, H232 1.087
215 H -4.545 -1.257 -3.368  C204 1.095
216 H -4.925 -1.738 -5.001  C204 1.069
217 H -3.996 -0.249 -4.600  C204 1.081
218 H -4.011 -3.908 -4.268  C206 1.100
219 H -3.270 -3.146 -2.762  C206 1.084
220 H -2.340 -3.989 -4.031  C206 1.088
221 H -0.957 0.215 -4.936  C210 1.075
222 H -0.794 0.924 -6.543  C210 1.099
223 H -2.089 1.440 -5.420  C210 1.074
224 H -4.126 0.692 -7.052  C211 1.095
225 H -2.707 0.762 -8.118  C211 1.101
226 H -3.565 -0.818 -7.851  C211 1.091
227 H -0.527 -3.215 -7.518  C213 1.093
228 H 0.469 -1.821 -7.028  C213 1.073
229 H 0.771 -3.549 -6.566  C213 1.081
230 H 0.683 -1.404 -4.496  C214 1.101
231 H 0.560 -3.128 -4.085  C214 1.090
232 H -0.717 -1.971 -3.565  C214 1.087
233 C -8.434 -0.485 -0.191  N234 1.418, H244 1.091, H245 1.092, H246 1.100
234 N -7.158 -0.933 0.236  C233 1.418, C235 1.525, P236 1.661
235 C -6.102 0.128 0.530  N234 1.525, H247 1.091, H248 1.076, H249 1.099
236 P -6.446 -2.353 -0.251  N234 1.661, O237 1.477, N238 1.625, N241 1.653
237 O -5.161 -2.226 -0.968  P236 1.477
238 N -6.318 -3.274 1.082  P236 1.625, C239 1.417, C240 1.454
239 C -7.142 -3.292 2.235  N238 1.417, H250 1.091, H251 1.121, H252 1.089
240 C -5.665 -4.554 0.858  N238 1.454, H253 1.061, H254 1.095, H255 1.095
241 N -7.580 -3.051 -1.232  P236 1.653, C242 1.448, C243 1.449
242 C -7.259 -3.414 -2.596  N241 1.448, H256 1.092, H257 1.085, H258 1.082
243 C -8.530 -3.958 -0.621  N241 1.449, H259 1.082, H260 1.062, H261 1.083
244 H -9.209 -1.247 -0.105  C233 1.091
245 H -8.473 -0.213 -1.247  C233 1.092
246 H -8.739 0.413 0.365  C233 1.100
247 H -5.168 -0.412 0.690  C235 1.091
248 H -6.321 0.616 1.463  C235 1.076
249 H -6.013 0.859 -0.286  C235 1.099
250 H -7.674 -2.341 2.295  C239 1.091
251 H -7.913 -4.102 2.157  C239 1.121
252 H -6.614 -3.440 3.175  C239 1.089
253 H -5.407 -4.770 -0.148  C240 1.061
254 H -4.714 -4.517 1.400  C240 1.095
255 H -6.207 -5.369 1.346  C240 1.095
256 H -8.143 -3.215 -3.205  C242 1.092
257 H -6.529 -2.730 -3.017  C242 1.085
258 H -6.968 -4.453 -2.680  C242 1.082
259 H -8.106 -4.953 -0.650  C243 1.082
260 H -9.433 -3.910 -1.176  C243 1.062
261 H -8.718 -3.735 0.422  C243 1.083
262 C 3.758 -1.845 -1.778  N263 1.408, H273 1.107, H274 1.085, H275 1.091
263 N 4.924 -2.408 -2.331  C262 1.408, C264 1.413, P265 1.641
264 C 5.782 -3.164 -1.500  N263 1.413, H276 1.084, H277 1.082, H278 1.076
265 P 5.429 -1.784 -3.762  N263 1.641, O266 1.462, N267 1.668, N270 1.595
266 O 6.863 -2.051 -3.859  P265 1.462
267 N 4.447 -2.404 -4.959  P265 1.668, C268 1.455, C269 1.472
268 C 5.026 -2.360 -6.292  N267 1.455, H279 1.100, H280 1.094, H281 1.109
269 C 3.850 -3.716 -4.660  N267 1.472, H282 1.089, H283 1.079, H284 1.083
270 N 5.088 -0.229 -3.856  P265 1.595, C271 1.443, C272 1.419
271 C 6.074 0.632 -3.249  N270 1.443, H285 1.090, H286 1.086, H287 1.085
272 C 3.946 0.390 -4.429  N270 1.419, H288 1.097, H289 1.113, H290 1.109
273 H 3.947 -1.235 -0.874  C262 1.107
274 H 2.986 -2.583 -1.592  C262 1.085
275 H 3.303 -1.176 -2.510  C262 1.091
276 H 5.216 -3.661 -0.721  C264 1.084
277 H 6.450 -2.525 -0.937  C264 1.082
278 H 6.380 -3.850 -2.074  C264 1.076
279 H 4.231 -2.453 -7.047  C268 1.100
280 H 5.561 -1.411 -6.394  C268 1.094
281 H 5.700 -3.219 -6.489  C268 1.109
282 H 4.607 -4.496 -4.589  C269 1.089
283 H 3.442 -3.633 -3.664  C269 1.079
284 H 3.178 -3.934 -5.481  C269 1.083
285 H 6.398 1.403 -3.949  C271 1.090
286 H 5.684 1.146 -2.375  C271 1.086
287 H 6.959 0.017 -3.123  C271 1.085
288 H 4.247 1.106 -5.204  C272 1.097
289 H 3.364 0.880 -3.618  C272 1.113
290 H 3.282 -0.420 -4.792  C272 1.109